[1]
ORCA calculation (the ωB97M-V functional and the def2-TZVPD basis) on 3 unconnected molecules or ions with the total composition C6H17NO2 in a non-equilibrium geometry.

XYZ file:
```
26
Properties=species:S:1:pos:R:3:nbo_charge:R:1
C -0.479 1.923 0.665 -0.63
C -1.727 1.046 0.775 -0.42
C -2.306 0.509 -0.433 -0.42
C -1.465 0.424 -1.781 -0.39
N 0.715 -2.447 -0.632 -0.83
C -0.070 -1.227 -0.614 -0.03
C -0.453 -0.740 -1.778 -0.28
H -0.401 2.778 -0.125 0.21
H -0.118 2.257 1.606 0.20
H 0.351 1.278 0.323 0.22
H -1.582 0.326 1.640 0.20
H -2.460 1.748 1.241 0.21
H -3.110 1.099 -0.797 0.21
H -2.595 -0.471 -0.469 0.22
H -2.107 0.368 -2.630 0.20
H -0.927 1.264 -1.861 0.19
H 1.300 -2.420 0.179 0.35
H 1.205 -2.595 -1.748 0.37
H -0.290 -0.785 0.353 0.21
H 0.008 -1.128 -2.680 0.19
H 2.575 2.000 0.782 0.45
H 2.766 1.194 1.788 0.46
O 2.952 1.135 0.877 -0.91
H 2.105 -1.701 1.521 0.46
H 1.052 -1.341 2.504 0.46
O 1.576 -0.929 1.848 -0.92
```

Values from the calculation:
gap between HOMO and LUMO: 8.33 eV
net charge: 0
spin multiplicity: 1
structure (SMILES): CCCC/C=C/N.O.O
ΔE to the lowest compared entry with this formula, charge and spin: 333.14 kJ/mol


[2]
ORCA calculation (the ωB97M-V functional and the def2-TZVPD basis) on a molecular structure, C17H17AsIrN4O6S.

XYZ file:
```
47
Properties=species:S:1:pos:R:3:nbo_charge:R:1
Ir -0.307 0.605 1.551 1.17
O 3.833 0.303 -0.232 -1.03
As 2.925 0.603 1.255 2.43
O 3.368 1.976 1.987 -1.11
O 1.362 0.491 0.533 -1.01
C 3.473 -0.998 2.197 -0.42
C 4.786 -1.414 2.014 -0.18
C 5.278 -2.498 2.727 -0.20
C 4.466 -3.173 3.626 -0.21
C 3.153 -2.769 3.813 -0.20
C 2.668 -1.689 3.094 -0.24
S 0.969 -1.232 3.286 2.39
O 0.249 -1.723 2.109 -0.98
O 0.529 -1.703 4.564 -0.94
O 1.005 0.275 3.162 -0.96
H 3.298 0.609 -0.975 0.50
H 5.421 -0.889 1.314 0.24
H 6.303 -2.813 2.581 0.21
H 4.855 -4.014 4.186 0.21
H 2.500 -3.272 4.513 0.24
N -1.668 0.630 0.124 -0.61
C -2.461 0.635 -0.729 0.64
N -3.289 0.519 -1.691 -0.68
C -3.916 1.564 -2.206 0.44
N -4.508 2.413 -2.725 -0.48
C -0.124 5.152 -1.289 -0.41
N 0.477 3.866 -1.010 -0.44
C -0.416 2.780 -1.379 -0.43
C 0.993 3.712 0.351 -0.23
C -0.060 3.698 1.440 -0.09
C -0.508 4.912 1.968 -0.19
C -1.534 4.984 2.897 -0.24
C -2.159 3.816 3.311 -0.23
C -1.719 2.605 2.802 -0.23
C -0.661 2.529 1.894 -0.10
H -0.330 5.224 -2.359 0.19
H 0.570 5.952 -1.020 0.19
H -1.073 5.321 -0.756 0.17
H -0.617 2.820 -2.451 0.20
H -1.384 2.820 -0.852 0.17
H 0.055 1.824 -1.143 0.21
H 1.711 4.511 0.546 0.20
H 1.540 2.776 0.371 0.22
H -0.015 5.823 1.650 0.20
H -1.845 5.943 3.290 0.20
H -2.974 3.842 4.023 0.20
H -2.218 1.690 3.130 0.19
```

Values from the calculation:
gap between HOMO and LUMO: 7.65 eV
net charge: -1
spin multiplicity: 1
ΔE to the lowest compared entry with this formula, charge and spin: 47.98 kJ/mol


[3]
ORCA calculation (the ωB97M-V functional and the def2-TZVPD basis) on 6 unconnected molecules or ions with the total composition C20H26Cl8N2O4 in a non-equilibrium geometry.

XYZ file:
```
60
Properties=species:S:1:pos:R:3:nbo_charge:R:1
Cl -2.536 -6.473 1.918 -0.06
C -2.571 -7.111 0.257 -0.38
C -3.783 -8.000 0.052 -0.40
Cl -3.936 -8.436 -1.649 -0.04
H -1.606 -7.605 0.137 0.22
H -2.515 -6.289 -0.457 0.22
H -4.715 -7.642 0.491 0.23
H -3.610 -8.918 0.614 0.22
Cl 5.710 4.724 3.660 -0.05
C 7.187 5.141 4.519 -0.40
C 6.970 5.346 6.122 -0.38
Cl 5.704 6.578 6.549 -0.06
H 7.540 5.998 3.947 0.22
H 7.833 4.284 4.324 0.22
H 7.830 5.624 6.732 0.23
H 6.769 4.360 6.541 0.21
Cl 7.034 9.269 -0.960 -0.04
C 6.048 7.913 -0.462 -0.40
C 4.600 8.341 -0.109 -0.40
Cl 4.510 9.385 1.319 -0.05
H 6.555 7.454 0.386 0.22
H 6.070 7.170 -1.260 0.22
H 3.978 7.446 -0.075 0.22
H 4.147 9.022 -0.830 0.22
Cl -1.027 -6.540 -7.473 -0.04
C -2.135 -5.521 -6.548 -0.40
C -1.827 -5.667 -5.049 -0.39
Cl -0.317 -4.851 -4.645 -0.07
H -3.169 -5.817 -6.724 0.22
H -2.188 -4.474 -6.848 0.23
H -1.734 -6.694 -4.698 0.23
H -2.543 -5.061 -4.493 0.22
C -5.543 1.628 0.628 -0.17
C -6.866 1.146 0.611 -0.22
C -7.068 -0.219 0.216 -0.17
C -5.964 -1.074 -0.106 0.01
C -4.658 -0.597 -0.127 -0.19
C -4.456 0.758 0.216 -0.21
N -6.270 -2.448 -0.528 0.53
O -5.363 -3.152 -0.937 -0.39
O -7.420 -2.789 -0.456 -0.37
H -5.341 2.636 0.960 0.22
H -7.740 1.768 0.730 0.23
H -8.041 -0.681 0.131 0.25
H -3.825 -1.209 -0.441 0.25
H -3.462 1.148 0.378 0.22
C 1.076 -1.508 1.255 -0.17
C 1.765 -0.477 1.939 -0.21
C 2.329 0.525 1.133 -0.19
C 1.980 0.746 -0.198 0.02
C 1.146 -0.219 -0.775 -0.18
C 0.770 -1.397 -0.097 -0.22
N 2.503 1.906 -1.038 0.53
O 3.215 2.746 -0.504 -0.36
O 2.226 1.961 -2.242 -0.37
H 0.587 -2.347 1.727 0.22
H 1.950 -0.539 3.002 0.23
H 2.967 1.178 1.709 0.24
H 0.945 -0.248 -1.836 0.24
H 0.286 -2.198 -0.635 0.23
```

Values from the calculation:
gap between HOMO and LUMO: 9.37 eV
net charge: 0
spin multiplicity: 1
structure (SMILES): O=[N+]([O-])c1ccccc1.O=[N+]([O-])c1ccccc1.ClCCCl.ClCCCl.ClCCCl.ClCCCl
ΔE to the lowest compared entry with this formula, charge and spin: 220.43 kJ/mol


[4]
ORCA calculation (the ωB97M-V functional and the def2-TZVPD basis) on 17 unconnected molecules or ions with the total composition H34O17 in a non-equilibrium geometry.

XYZ file:
```
51
Properties=species:S:1:pos:R:3:nbo_charge:R:1
O 1.217 2.053 -1.278 -0.98
H 0.502 2.379 -1.795 0.51
H 1.917 2.677 -1.468 0.48
O 1.148 0.187 2.014 -0.97
H 0.729 1.084 1.818 0.52
H 1.022 0.039 2.938 0.47
O -3.992 0.030 0.530 -0.97
H -4.056 0.789 1.089 0.46
H -3.288 -0.510 0.881 0.50
O -0.824 2.253 -3.043 -1.01
H -1.261 1.395 -2.831 0.53
H -1.573 2.834 -3.266 0.49
O -1.095 -2.324 -1.738 -0.98
H -1.057 -1.784 -2.529 0.49
H -0.908 -1.741 -0.981 0.49
O -0.032 -0.413 -0.201 -1.01
H 0.222 -0.299 0.761 0.49
H -0.647 0.302 -0.210 0.49
O -2.554 0.294 -2.021 -0.98
H -2.776 0.790 -1.284 0.49
H -3.003 -0.518 -1.882 0.50
O 0.458 -2.871 1.702 -0.95
H 1.095 -2.414 1.209 0.50
H 0.611 -2.868 2.610 0.45
O 0.412 -0.354 -2.955 -0.97
H 0.706 0.515 -3.318 0.48
H 0.210 -0.071 -2.016 0.50
O 2.972 -1.901 1.362 -0.95
H 2.909 -1.827 2.336 0.46
H 2.772 -1.039 0.987 0.50
O 1.051 -3.759 -0.747 -0.96
H 1.765 -3.163 -0.564 0.47
H 0.372 -3.093 -0.982 0.47
O -1.742 1.832 0.231 -0.98
H -1.860 2.736 -0.010 0.47
H -1.348 1.941 1.112 0.50
O 0.601 2.753 1.193 -0.95
H 0.436 2.984 0.293 0.50
H 0.033 3.304 1.752 0.48
O -1.190 1.525 2.967 -0.99
H -0.856 0.563 3.033 0.51
H -1.719 1.761 3.727 0.50
O 3.335 0.602 -0.193 -0.97
H 4.055 1.199 -0.130 0.48
H 2.510 1.142 -0.220 0.50
O -1.963 -1.521 1.918 -0.98
H -1.147 -1.766 1.572 0.50
H -2.061 -2.135 2.597 0.47
O 2.665 -1.598 -1.685 -0.98
H 2.019 -1.005 -2.093 0.48
H 3.184 -0.965 -1.184 0.47
```

Values from the calculation:
gap between HOMO and LUMO: 7.93 eV
net charge: 0
spin multiplicity: 1
ΔE to the lowest compared entry with this formula, charge and spin: 216.60 kJ/mol